# C26H32BrInN2O13P

C26H32BrInN2O13P as an isolated structure at a distorted geometry (ωB97M-V with the def2-TZVPD basis set, OMol25).

As for the net charge: -1. As for the LUMO energy: -0.24 eV. The total energy is -5203.0355 Ha. The value obtained for the HOMO energy is -4.2 eV. The value obtained for the max |F| is 1.89 eV Å⁻¹. The calculation puts the HOMO-LUMO gap at 3.992 eV.

```
76
C26H32BrInN2O13P, DFT ωB97M-V with the def2-TZVPD basis set
C -3.584 -3.543 3.336
C -3.241 -5.042 3.088
C -1.781 -5.222 2.639
O -1.743 -5.372 1.240
In -0.864 -3.819 0.188
C -2.429 -3.087 -1.286
C -3.521 -2.548 -0.484
N -4.618 -3.126 -0.209
C 0.958 -4.636 -0.829
C 1.247 -6.021 -0.263
C 2.726 -6.401 -0.323
Br 0.198 -7.330 -1.294
P -0.088 -1.846 1.604
N 1.492 -1.935 1.967
H -4.459 -3.210 2.786
H -3.708 -3.355 4.400
H -2.745 -2.947 2.982
H -3.440 -5.564 4.027
H -3.910 -5.461 2.346
H -1.141 -4.420 3.026
H -1.453 -6.182 3.067
H -2.729 -3.957 -1.863
H -1.946 -2.315 -1.880
H -3.397 -1.543 -0.073
H -4.599 -4.045 -0.660
H 1.807 -3.981 -0.642
H 0.736 -4.655 -1.892
H 0.943 -6.072 0.775
H 3.232 -5.942 0.524
H 3.160 -6.093 -1.268
H 2.816 -7.481 -0.231
H -0.312 -0.650 0.853
H -0.788 -1.725 2.846
H 1.926 -1.117 1.553
C 4.385 3.359 -0.253
C 3.550 2.869 0.676
C 2.862 1.545 0.491
O 2.131 1.141 1.370
C 3.100 0.812 -0.745
C 3.927 1.307 -1.671
C 4.639 2.610 -1.476
O 5.394 2.998 -2.352
O 4.174 0.681 -2.825
O 3.284 3.522 1.801
H 4.888 4.308 -0.135
H 2.583 -0.130 -0.873
H 4.804 1.251 -3.307
H 2.652 2.976 2.322
C -0.487 4.805 4.195
C -1.443 5.738 4.136
C -2.122 6.094 2.846
O -2.996 6.941 2.868
C -1.696 5.412 1.633
C -0.737 4.478 1.690
C -0.075 4.107 2.986
O 0.779 3.242 2.971
O -0.317 3.826 0.612
O -1.858 6.409 5.208
H 0.007 4.539 5.119
H -2.181 5.687 0.708
H 0.368 3.198 0.917
H -2.553 7.017 4.888
C 0.718 3.721 -5.350
C 1.102 3.395 -4.110
C 0.281 2.487 -3.242
O 0.699 2.216 -2.133
C -0.976 1.979 -3.771
C -1.362 2.309 -5.010
C -0.528 3.195 -5.888
O -0.929 3.441 -7.011
O -2.501 1.876 -5.544
O 2.227 3.850 -3.567
H 1.302 4.372 -5.984
H -1.567 1.339 -3.130
H -2.536 2.256 -6.443
H 2.263 3.465 -2.668
```

***

# C2H4N4OS

One molecule with the formula C2H4N4OS at a distorted geometry (ωB97M-V with the def2-TZVPD basis set, OMol25).

For the energy above the lowest of the compared OMol25 structures with the same formula, charge and spin, the calculation gives 206.5 kJ/mol. As for the LUMO energy: 0.25 eV. The total energy is -770.9594 Ha. Its structure (SMILES) is [H]/N=c1\nc(N)on1S. The value obtained for the HOMO energy is -9.1 eV. The value obtained for the max |F| is 4.34 eV Å⁻¹. The calculation puts the HOMO-LUMO gap at 9.349 eV.

```
12
C2H4N4OS, DFT ωB97M-V with the def2-TZVPD basis set
H -1.124 2.948 -0.104
N -1.239 1.986 -0.014
C -0.257 1.153 0.073
N 1.197 1.257 -0.183
C 1.619 0.072 0.102
N 2.761 -0.687 -0.271
O 0.660 -0.921 0.476
N -0.543 -0.209 0.567
S -1.959 -1.001 -0.335
H 3.424 -0.347 -0.942
H 2.805 -1.735 0.026
H -2.451 -1.262 0.838
```

***

# C2H2N3P

A 2-piece molecular cluster, C2H2N3P overall at a distorted geometry (ωB97M-V with the def2-TZVPD basis set, OMol25).

For the energy above the lowest of the compared OMol25 structures with the same formula, charge and spin, the calculation gives 389.4 kJ/mol. As for the LUMO energy (spin up / spin down): -3.47 / -4.03 eV. The total energy is -582.8687 Ha. The value obtained for the HOMO energy (spin up / spin down) is -10.0 / -9.6 eV. The value obtained for the max |F| is 4.36 eV Å⁻¹. The calculation puts the HOMO-LUMO gap (spin up / spin down) at 6.547 / 5.571 eV.

```
8
C2H2N3P, DFT ωB97M-V with the def2-TZVPD basis set
C -0.845 1.234 -1.083
C -1.140 -0.686 0.136
N -1.241 2.287 -1.403
N -1.578 -1.396 0.964
N -0.505 0.064 -0.740
P 1.946 0.111 0.589
H 2.379 -1.148 0.131
H 0.985 -0.466 1.406
```

***

# C6H14O3

A 2-piece molecular cluster, C6H14O3 overall (ωB97M-V with the def2-TZVPD basis set, OMol25).

For the energy above the lowest of the compared OMol25 structures with the same formula, charge and spin, the calculation gives 126.7 kJ/mol. As for the LUMO energy: 0.93 eV. The total energy is -462.7028 Ha. Its structure (SMILES) is COC(C)(O)O.C=CC. The value obtained for the HOMO energy is -10.0 eV. The value obtained for the max |F| is 0.73 eV Å⁻¹. The calculation puts the HOMO-LUMO gap at 10.918 eV.

```
23
C6H14O3, DFT ωB97M-V with the def2-TZVPD basis set
C -1.964 1.156 1.333
O -1.462 0.133 0.498
C -1.173 0.508 -0.841
C -0.052 1.545 -0.926
O -2.287 1.035 -1.463
O -0.852 -0.677 -1.486
H -1.152 1.760 1.751
H -2.653 1.804 0.786
H -2.494 0.655 2.140
H -0.370 2.465 -0.442
H 0.125 1.761 -1.992
H 0.850 1.165 -0.458
H -2.897 0.308 -1.649
H -0.073 -1.070 -1.059
C 2.057 -1.792 -0.875
C 2.174 -1.029 0.199
C 1.481 -1.281 1.496
H 1.467 -2.695 -0.868
H 2.569 -1.568 -1.794
H 2.802 -0.146 0.173
H 0.681 -0.560 1.645
H 1.047 -2.286 1.516
H 2.177 -1.191 2.317
```

***

# C3H2Cl4N2P

An isolated ion of composition C3H2Cl4N2P and charge +1 at a distorted geometry (ωB97M-V with the def2-TZVPD basis set, OMol25).

As for the net charge: +1. As for the LUMO energy: -4.68 eV. The total energy is -2406.9378 Ha. Its structure (SMILES) is ClC1=CP(Cl)(Cl)=NC(Cl)=[NH+]1. The value obtained for the HOMO energy is -14.6 eV. The value obtained for the max |F| is 5.08 eV Å⁻¹. The calculation puts the HOMO-LUMO gap at 9.960 eV.

```
12
C3H2Cl4N2P, DFT ωB97M-V with the def2-TZVPD basis set
Cl 1.918 -0.675 -0.024
C 0.257 -0.255 0.032
C -0.835 -1.014 -0.099
P -2.378 -0.117 0.014
Cl -3.468 -0.696 1.508
Cl -3.335 -0.739 -1.547
N -2.099 1.455 -0.136
C -0.810 1.932 -0.102
Cl -0.793 3.590 -0.041
N 0.281 1.140 0.081
H -0.695 -2.028 -0.288
H 1.079 1.706 0.288
```

***

# C6H11N

One molecule with the formula C6H11N at a distorted geometry (ωB97M-V with the def2-TZVPD basis set, OMol25).

For the energy above the lowest of the compared OMol25 structures with the same formula, charge and spin, the calculation gives 35.3 kJ/mol. As for the LUMO energy: 1.00 eV. The total energy is -289.9582 Ha. Its structure (SMILES) is CCC(C#N)CC. The value obtained for the HOMO energy is -11.2 eV. The value obtained for the max |F| is 1.14 eV Å⁻¹. The calculation puts the HOMO-LUMO gap at 12.227 eV.

```
18
C6H11N, DFT ωB97M-V with the def2-TZVPD basis set
C -2.542 0.056 0.387
C -1.309 -0.299 -0.437
C 0.045 0.234 0.139
C 0.231 1.484 -0.631
N 0.081 2.319 -1.419
C 1.224 -0.745 -0.015
C 2.579 -0.125 0.317
H -3.448 -0.257 -0.145
H -2.622 1.141 0.546
H -2.529 -0.438 1.361
H -1.257 -1.371 -0.669
H -1.447 0.163 -1.421
H -0.073 0.471 1.205
H 1.043 -1.615 0.632
H 1.229 -1.125 -1.042
H 2.629 0.221 1.356
H 3.387 -0.848 0.170
H 2.780 0.733 -0.334
```

***

- Among the records above, which one has the highest max |F|?
  C3H2Cl4N2P

***

- Which formula does entry 4 have?
  C6H14O3

***

Copy entry 2 word for word.
# C2H4N4OS

One molecule with the formula C2H4N4OS at a distorted geometry (ωB97M-V with the def2-TZVPD basis set, OMol25).

For the energy above the lowest of the compared OMol25 structures with the same formula, charge and spin, the calculation gives 206.5 kJ/mol. As for the LUMO energy: 0.25 eV. The total energy is -770.9594 Ha. Its structure (SMILES) is [H]/N=c1\nc(N)on1S. The value obtained for the HOMO energy is -9.1 eV. The value obtained for the max |F| is 4.34 eV Å⁻¹. The calculation puts the HOMO-LUMO gap at 9.349 eV.

```
12
C2H4N4OS, DFT ωB97M-V with the def2-TZVPD basis set
H -1.124 2.948 -0.104
N -1.239 1.986 -0.014
C -0.257 1.153 0.073
N 1.197 1.257 -0.183
C 1.619 0.072 0.102
N 2.761 -0.687 -0.271
O 0.660 -0.921 0.476
N -0.543 -0.209 0.567
S -1.959 -1.001 -0.335
H 3.424 -0.347 -0.942
H 2.805 -1.735 0.026
H -2.451 -1.262 0.838
```

***

- Look up the max |F| of the fourth one.
  0.73 eV Å⁻¹